Here is a 11-piece molecular cluster, C64H147F6N8O16S2 overall from the Open Molecules 2025 dataset. Energies are from ωB97M-V/def2-TZVPD.

Lowest unoccupied orbital energy   -0.36384 Eh
Total charge   +5
HOMO   -15.498 eV
Molecular weight   1463.0 g/mol

Element x y z (Å)
C: -0.1446 5.8264 8.9607
O: 1.0711 5.2625 8.5013
C: 1.5294 5.7640 7.2825
C: 0.7115 5.3467 6.0956
N: 0.9069 3.8328 5.8761
H: 1.8772 3.7061 5.5925
H: 0.7967 3.2645 6.7257
C: 0.0675 3.2134 4.7856
C: 0.2458 1.6966 4.8734
O: -0.0090 1.2709 6.1755
C: 0.3043 -0.0851 6.4002
H: -0.9896 5.4015 8.4035
H: -0.1400 6.9147 9.0040
H: -0.3463 5.4097 9.9476
H: 2.5929 5.5317 7.1693
H: 1.5854 6.8608 7.2548
H: 1.1086 5.6412 5.1232
H: -0.3642 5.4614 6.2044
H: 0.3632 3.7678 3.8976
H: -0.9797 3.4134 5.0157
H: 1.2632 1.4076 4.5717
H: -0.4685 1.2105 4.1998
H: -0.3977 -0.8021 5.9683
H: 0.3328 -0.2139 7.4810
H: 1.3115 -0.3599 6.0647
C: -2.8503 -2.9840 -0.1347
O: -3.6222 -4.1687 0.0567
C: -2.9261 -5.3739 -0.2505
C: -3.9328 -6.2847 -0.9010
N: -4.2935 -5.8398 -2.3010
H: -3.4522 -5.5642 -2.8331
H: -4.6368 -6.6399 -2.8331
C: -5.4329 -4.8475 -2.3255
C: -6.7515 -5.5588 -2.5348
O: -7.0484 -6.3893 -1.4385
C: -8.1884 -7.1946 -1.5817
H: -3.2842 -2.2382 0.5327
H: -2.9034 -2.6380 -1.1698
H: -1.7943 -3.1050 0.1253
H: -2.4322 -5.8509 0.5985
H: -2.2027 -5.0942 -1.0244
H: -4.7852 -6.6171 -0.3119
H: -3.5050 -7.2617 -1.1574
H: -5.2632 -4.0942 -3.0933
H: -5.4331 -4.3060 -1.3829
H: -6.7749 -6.0517 -3.5137
H: -7.5135 -4.7757 -2.6052
H: -8.3370 -7.8870 -0.7572
H: -8.0880 -7.8331 -2.4703
H: -9.1306 -6.6699 -1.7678
C: -3.3289 6.3290 -1.9249
O: -2.4857 5.1909 -2.0154
C: -2.4136 4.6116 -0.7004
C: -1.3321 3.5301 -0.6768
N: -0.1279 4.1688 -1.3666
H: -0.3753 4.6950 -2.2135
H: 0.1460 4.9719 -0.7956
C: 0.9851 3.2036 -1.7037
C: 2.3046 3.9441 -1.9084
O: 2.0461 4.8367 -2.9662
C: 3.2456 5.3159 -3.5819
H: -4.2982 6.0906 -1.4762
H: -3.6210 6.6722 -2.9184
H: -2.8459 7.1574 -1.4031
H: -3.4064 4.2369 -0.4383
H: -2.2386 5.3491 0.0909
H: -1.5485 2.6275 -1.2419
H: -0.9949 3.3762 0.3440
H: 0.6729 2.5667 -2.5280
H: 1.0474 2.5220 -0.8549
H: 2.9274 3.0910 -2.2014
H: 2.6331 4.3828 -0.9624
H: 3.8951 4.5431 -3.9873
H: 3.8644 5.8471 -2.8416
H: 3.0468 6.1989 -4.1876
C: 3.8005 1.6477 2.2665
O: 5.0555 2.1623 1.8823
C: 5.0917 3.2390 0.9733
C: 4.7148 4.5623 1.6487
N: 5.5813 4.7217 2.8846
H: 5.3951 4.0519 3.6292
H: 6.5516 4.6773 2.5664
C: 5.5352 6.0984 3.5282
C: 6.5951 6.2179 4.6257
O: 6.7871 4.9748 5.2371
C: 7.6477 4.9423 6.3558
H: 3.0728 2.4470 2.4675
H: 3.9331 0.9886 3.1232
H: 3.3113 1.0548 1.4855
H: 4.4592 3.0894 0.0965
H: 6.1348 3.3578 0.6829
H: 3.6990 4.7318 2.0079
H: 4.8912 5.3877 0.9576
H: 4.5172 6.2108 3.9060
H: 5.6367 6.8016 2.7040
H: 6.3038 6.9810 5.3516
H: 7.5487 6.5011 4.1665
H: 7.6358 3.9553 6.8112
H: 7.3931 5.7496 7.0456
H: 8.7004 5.0658 6.0758
C: -6.7711 -1.5308 -1.3700
C: -5.4449 -1.0718 -1.9678
C: -5.4348 0.3490 -2.4586
N: -4.2094 0.7083 -3.2647
C: -4.1751 0.1058 -4.6536
C: -2.9813 0.7123 -5.4310
C: -3.1743 2.2141 -5.5287
C: -3.1903 2.8420 -4.1514
C: -4.1800 2.2243 -3.1840
C: -3.0672 0.2815 -2.3678
H: -7.5497 -1.2913 -2.1021
H: -6.9988 -0.9480 -0.4779
H: -6.7999 -2.5975 -1.1748
H: -5.2202 -1.7231 -2.8157
H: -4.7583 -1.2057 -1.1281
H: -5.5939 1.1270 -1.7120
H: -6.2674 0.5303 -3.1490
H: -5.1095 0.3966 -5.1357
H: -4.1863 -0.9783 -4.5562
H: -3.0274 0.1762 -6.3798
H: -2.0273 0.5301 -4.9388
H: -4.1088 2.5596 -5.9773
H: -2.3577 2.7035 -6.0652
H: -3.4682 3.8911 -4.2558
H: -2.2381 2.7751 -3.6121
H: -5.2107 2.5554 -3.3465
H: -4.0433 2.6194 -2.1770
H: -2.1527 0.7152 -2.7642
H: -3.0094 -0.8054 -2.4287
H: -3.2364 0.5749 -1.3360
C: 3.3438 -3.2043 -3.3537
C: 3.9112 -3.7564 -2.0542
C: 4.4628 -2.6565 -1.1183
N: 4.8110 -3.1405 0.2771
C: 3.6101 -3.6795 1.0179
C: 3.8760 -3.9155 2.5020
C: 4.1708 -2.5993 3.1771
C: 5.4750 -2.0926 2.5708
C: 5.3250 -1.8930 1.0474
C: 5.9260 -4.1654 0.2421
H: 2.6343 -2.3903 -3.2104
H: 2.9110 -3.9746 -3.9885
H: 4.2270 -2.8624 -3.9030
H: 4.7572 -4.3640 -2.3776
H: 3.1273 -4.3082 -1.5361
H: 3.7891 -1.7949 -1.1397
H: 5.4251 -2.2277 -1.4088
H: 2.9040 -2.8653 0.8486
H: 3.2325 -4.5615 0.5063
H: 2.9958 -4.4949 2.7937
H: 4.6944 -4.6199 2.6600
H: 3.4509 -1.8039 2.9698
H: 4.1047 -2.7385 4.2572
H: 5.7193 -1.1846 3.1247
H: 6.2969 -2.7810 2.7765
H: 4.5663 -1.1341 0.8427
H: 6.2198 -1.5756 0.5167
H: 6.2604 -4.3715 1.2488
H: 6.7175 -3.8291 -0.4258
H: 5.4718 -4.9860 -0.3124
C: 0.7741 0.3477 -4.6899
C: 0.5100 1.4286 -5.7670
C: 1.6941 1.4679 -6.7296
N: 1.6253 2.5636 -7.8228
C: 2.5935 2.1407 -8.9238
C: 2.6950 3.1949 -10.0300
C: 3.0515 4.5227 -9.3889
C: 2.0842 4.9571 -8.3014
C: 1.9169 3.9219 -7.1961
C: 0.2290 2.5410 -8.3986
H: 1.7193 0.5404 -4.1754
H: 0.9172 -0.6361 -5.1380
H: -0.0007 0.2515 -3.9312
H: 0.4072 2.4319 -5.3434
H: -0.3964 1.2121 -6.3257
H: 1.6734 0.5550 -7.3271
H: 2.6809 1.5483 -6.2765
H: 3.5429 2.0368 -8.3999
H: 2.1941 1.1938 -9.2799
H: 3.6263 2.9735 -10.5571
H: 1.8915 3.2129 -10.7612
H: 4.0307 4.5132 -8.8917
H: 3.2238 5.3224 -10.1101
H: 2.2636 5.9627 -7.9159
H: 1.1382 5.1756 -8.8146
H: 2.8762 3.7797 -6.6938
H: 1.1453 4.1168 -6.4567
H: 0.2666 3.0901 -9.3355
H: -0.4568 2.9711 -7.6792
H: 0.0175 1.5191 -8.7098
C: -1.7524 -9.0538 6.7480
C: -1.6587 -7.5164 6.8236
C: -1.2932 -6.8651 5.4880
N: -1.3020 -5.3394 5.4362
C: -0.9902 -4.9717 3.9862
C: -1.2147 -3.4837 3.6827
C: -2.6353 -3.0996 4.0144
C: -2.9187 -3.3780 5.5122
C: -2.6661 -4.8538 5.8472
C: -0.2329 -4.8083 6.3457
H: -0.9845 -9.4386 6.0732
H: -2.6767 -9.3903 6.2758
H: -1.6716 -9.4952 7.7361
H: -0.8964 -7.3202 7.5837
H: -2.5647 -7.1582 7.3136
H: -2.0734 -7.1421 4.7748
H: -0.3735 -7.2270 5.0297
H: -1.6481 -5.6103 3.4018
H: 0.0665 -5.1825 3.8285
H: -1.0671 -3.2859 2.6192
H: -0.4925 -2.8631 4.2204
H: -3.3528 -3.6174 3.3745
H: -2.7734 -2.0284 3.8572
H: -3.9124 -3.0543 5.8097
H: -2.1857 -2.7416 6.0190
H: -3.3871 -5.4063 5.2433
H: -2.8411 -5.0001 6.9093
H: 0.6648 -5.3252 6.0092
H: -0.4397 -5.0615 7.3814
H: -0.1365 -3.7347 6.2189
C: -0.5200 -2.9918 -3.5504
C: -1.8801 -3.6681 -3.7295
O: -2.9266 -2.9607 -3.7515
O: -1.9129 -4.9302 -3.6717
H: -0.5460 -1.9882 -3.9734
H: 0.2331 -3.5280 -4.1302
H: -0.2563 -3.0009 -2.4964
C: -2.8512 1.2667 1.7972
F: -2.9437 2.6039 1.7494
F: -2.2332 0.8593 0.6718
F: -2.0892 0.9504 2.8596
S: -4.6281 0.5978 2.0575
O: -5.3419 0.9728 0.8433
O: -4.4690 -0.8341 2.2576
O: -5.1117 1.3375 3.2202
C: 0.7100 -0.3970 1.2693
F: 1.6703 -1.0979 1.8668
F: -0.4730 -0.9320 1.4822
F: 0.7668 0.8899 1.6611
S: 1.0343 -0.4039 -0.6139
O: 2.2691 0.3120 -0.9346
O: 1.1985 -1.7888 -1.0479
O: -0.0853 0.3066 -1.1902

Forces on atoms 1 to 3 (eV/Å):
-0.94 -0.85 0.45
0.60 -0.22 -0.49
0.34 1.35 0.28